{
  "formula": "C40H81N9O15",
  "method": "the ωB97M-V functional and the def2-TZVPD basis",
  "e_tot_ha": -3194.13826,
  "lumo_ev": -0.37,
  "charge": 0,
  "species": ["C", "O", "C", "C", "C", "C", "C", "C", "C", "C", "O", "C", "C", "O", "C", "O", "O", "C", "O", "H", "H", "H", "H", "H", "H", "H", "H", "H", "H", "H", "H", "H", "H", "H", "H", "H", "H", "C", "C", "O", "N", "C", "H", "H", "H", "H", "H", "H", "H", "C", "C", "O", "N", "C", "H", "H", "H", "H", "H", "H", "H", "C", "C", "O", "N", "C", "H", "H", "H", "H", "H", "H", "H", "C", "C", "O", "N", "C", "H", "H", "H", "H", "H", "H", "H", "C", "C", "O", "N", "C", "H", "H", "H", "H", "H", "H", "H", "C", "C", "O", "N", "C", "H", "H", "H", "H", "H", "H", "H", "C", "C", "O", "N", "C", "H", "H", "H", "H", "H", "H", "H", "C", "C", "O", "N", "C", "H", "H", "H", "H", "H", "H", "H", "C", "C", "O", "N", "C", "H", "H", "H", "H", "H", "H", "H"],
  "positions_angstrom": [[2.1649, -1.0034, 2.6590], [1.0401, -1.4477, 1.8665], [1.4699, -1.9547, 0.5831], [0.7162, -1.2516, -0.6223], [-0.6071, -0.7377, -0.6010], [-1.7247, -0.6886, 0.5384], [-1.8823, 0.7345, 1.2594], [-3.3579, 1.3515, 1.2197], [-4.5355, 0.3009, 1.4803], [-5.3634, 0.0586, 0.1259], [-5.5059, -1.3326, -0.2633], [-6.0660, -2.1204, 0.7592], [-5.4950, -3.6229, 0.8642], [-6.9806, -1.7480, 1.5395], [-0.7716, -0.2138, -2.0945], [-1.6672, 0.5559, -2.4576], [0.2442, -0.7914, -2.9352], [1.3827, -1.0584, -2.0819], [2.5935, -1.1535, -2.4245], [1.7649, -0.4798, 3.6025], [2.7210, -1.9330, 3.0408], [2.8418, -0.2590, 2.1271], [1.3038, -3.0949, 0.5753], [2.6140, -1.8181, 0.5198], [-1.4043, -1.4324, 1.3551], [-2.6877, -1.0963, 0.0755], [-1.1355, 1.5265, 0.8804], [-1.6164, 0.5964, 2.3725], [-3.4910, 1.9783, 0.2691], [-3.4100, 2.1155, 2.0810], [-4.0744, -0.6649, 1.9145], [-5.2861, 0.6459, 2.2831], [-4.7629, 0.5622, -0.7187], [-6.3473, 0.6366, 0.1888], [-6.1422, -4.2914, 1.5104], [-5.4860, -4.0365, -0.2119], [-4.4017, -3.5944, 1.1891], [-1.2766, -3.9841, -3.1496], [-1.6761, -4.5357, -1.8179], [-2.2509, -3.8529, -0.9882], [-1.3768, -5.8360, -1.5465], [-0.7027, -6.7914, -2.4005], [-1.5815, -2.9395, -3.2158], [-0.1909, -4.0358, -3.2613], [-1.7664, -4.5388, -3.9530], [-1.6763, -6.1359, -0.6296], [-1.3717, -7.6393, -2.5630], [0.1967, -7.1374, -1.8867], [-0.4263, -6.3617, -3.3606], [-8.8560, 1.1073, 1.8303], [-8.2864, 2.4524, 2.1880], [-7.0851, 2.6316, 2.3504], [-9.1531, 3.4936, 2.3317], [-10.5926, 3.4805, 2.1820], [-8.0489, 0.3777, 1.7503], [-9.5464, 0.7737, 2.6083], [-9.3691, 1.1613, 0.8672], [-8.7014, 4.3646, 2.5719], [-10.8632, 4.1885, 1.3957], [-11.0394, 3.8032, 3.1248], [-10.9699, 2.4939, 1.9235], [-5.8275, 5.1271, 1.3936], [-4.4820, 5.1851, 0.7241], [-3.7525, 4.2057, 0.6477], [-4.0820, 6.3752, 0.1925], [-4.7990, 7.6320, 0.1841], [-6.0061, 4.1139, 1.7682], [-5.8554, 5.8186, 2.2398], [-6.6142, 5.3746, 0.6758], [-3.1699, 6.3377, -0.2398], [-4.9434, 7.9389, -0.8543], [-4.1899, 8.3792, 0.6977], [-5.7663, 7.5564, 0.6750], [2.3230, 3.6960, 3.6390], [3.0733, 2.7036, 2.7942], [3.6703, 1.7499, 3.2807], [3.0769, 2.8892, 1.4454], [2.4361, 3.9453, 0.6899], [2.4096, 3.4186, 4.6896], [2.7458, 4.6949, 3.5098], [1.2648, 3.6951, 3.3678], [3.5996, 2.1859, 0.9427], [1.7335, 3.4892, -0.0109], [3.2045, 4.4821, 0.1295], [1.9031, 4.6440, 1.3305], [-5.1460, -5.0808, 6.1542], [-5.5071, -4.4428, 4.8406], [-4.6661, -4.1620, 3.9982], [-6.8213, -4.1764, 4.6015], [-7.9530, -4.4323, 5.4662], [-4.0674, -5.2316, 6.2010], [-5.4401, -4.4303, 6.9809], [-5.6349, -6.0533, 6.2460], [-6.9894, -3.7473, 3.7009], [-8.6451, -5.0938, 4.9404], [-8.4508, -3.4822, 5.6712], [-7.6570, -4.8941, 6.4054], [1.7018, -2.3997, -5.7074], [2.3728, -3.3781, -6.6305], [1.9134, -4.4918, -6.8485], [3.5312, -2.9904, -7.2338], [4.2233, -1.7256, -7.1017], [0.7934, -2.8473, -5.3038], [2.3605, -2.1462, -4.8734], [1.4272, -1.4990, -6.2611], [3.9264, -3.6956, -7.8390], [4.2966, -1.2685, -8.0909], [5.2284, -1.9213, -6.7215], [3.7096, -1.0443, -6.4273], [8.0007, 0.9772, -3.4898], [6.9245, 2.0257, -3.4497], [7.1573, 3.2116, -3.6521], [5.6548, 1.6183, -3.1768], [5.1894, 0.2712, -2.9125], [8.9585, 1.4459, -3.7179], [8.0798, 0.4842, -2.5189], [7.7805, 0.2445, -4.2683], [4.9829, 2.3720, -3.1656], [4.4356, 0.0168, -3.6593], [4.7322, 0.2554, -1.9214], [5.9961, -0.4587, -2.9503], [6.4119, 6.6410, 3.4986], [6.0016, 6.1065, 4.8436], [5.4120, 6.7941, 5.6666], [6.3070, 4.8115, 5.1329], [6.9937, 3.8500, 4.2959], [6.1025, 7.6826, 3.4113], [7.4977, 6.5930, 3.3909], [5.9275, 6.0690, 2.7038], [6.0022, 4.5207, 6.0508], [6.3286, 2.9973, 4.1415], [7.8901, 3.5174, 4.8238], [7.2757, 4.2681, 3.3322], [8.3874, -3.4885, -5.3734], [8.6136, -2.9501, -3.9874], [7.8124, -2.2055, -3.4377], [9.7544, -3.3160, -3.3414], [10.8121, -4.1798, -3.8220], [7.4402, -3.1120, -5.7598], [9.1879, -3.1588, -6.0394], [8.3410, -4.5795, -5.3491], [9.8397, -2.9179, -2.4170], [10.9046, -5.0245, -3.1360], [11.7456, -3.6133, -3.8215], [10.6162, -4.5507, -4.8254]],
  "forces_ev_per_a": [[-0.023, -0.103, 1.349], [0.877, 0.334, -0.806], [0.745, -0.164, -0.207], [-1.396, 0.578, 0.368], [2.907, -0.925, -1.253], [1.006, -0.518, -0.346], [-0.179, 0.358, 0.619], [0.160, 0.693, 0.822], [-0.145, -0.266, 0.087], [0.817, 1.820, -0.083], [-0.753, -0.894, 2.509], [-1.716, -0.707, 1.521], [0.148, 0.906, -1.702], [3.101, -0.569, -2.624], [-2.736, 1.053, 1.339], [3.356, -2.768, 0.322], [1.209, 1.314, 1.234], [1.375, -0.881, 1.095], [-5.896, 0.382, 1.052], [0.411, -0.750, -1.599], [-0.379, 1.377, -0.683], [-0.825, -1.111, 0.548], [-0.018, 1.638, -0.247], [-1.731, -0.084, -0.371], [-0.385, 0.990, -1.524], [1.285, 0.780, 0.545], [-1.146, -1.312, 0.331], [-0.305, 0.021, -1.705], [-0.021, -1.177, 1.400], [0.187, -1.037, -1.463], [-0.797, 1.232, -0.931], [1.325, -0.239, -1.274], [-0.989, -1.115, 1.120], [1.091, -1.161, -0.077], [0.892, 1.180, -0.671], [0.028, 0.570, 1.589], [-1.590, -0.028, -0.233], [0.094, 0.194, -0.306], [-0.136, -0.157, 0.395], [-0.127, 0.235, 0.240], [-0.033, 0.398, -0.189], [-0.148, -0.174, 0.449], [-0.018, -0.163, 0.116], [-0.056, -0.082, -0.201], [0.210, 0.003, -0.055], [0.036, 0.023, -0.103], [0.196, -0.085, -0.194], [0.067, -0.128, -0.252], [-0.058, 0.033, 0.125], [0.154, -0.122, -0.038], [0.266, 0.189, 0.098], [-0.399, -0.448, 0.135], [0.270, -0.391, -0.077], [0.202, 0.467, 0.120], [-0.068, 0.130, 0.057], [-0.093, -0.010, -0.154], [-0.130, -0.071, 0.113], [-0.094, -0.082, -0.005], [-0.266, -0.111, 0.025], [-0.250, -0.077, -0.117], [0.144, 0.075, 0.029], [0.082, -0.225, 0.089], [0.356, -0.150, -0.141], [-0.149, 0.442, -0.016], [-0.188, -0.310, 0.190], [0.496, -0.018, -0.240], [0.192, 0.456, -0.211], [-0.126, 0.083, -0.098], [-0.035, 0.122, 0.107], [-0.114, 0.032, 0.033], [-0.173, 0.216, 0.106], [-0.235, 0.183, -0.019], [0.128, -0.098, -0.032], [-0.047, 0.039, 0.165], [0.306, -0.423, -0.108], [-0.030, 0.216, 0.021], [-0.067, 0.019, 0.547], [0.238, -0.335, -0.321], [0.075, -0.064, -0.190], [-0.181, 0.022, -0.010], [0.056, 0.174, -0.014], [-0.049, 0.104, 0.023], [-0.095, 0.268, -0.039], [-0.200, 0.181, -0.061], [0.077, -0.137, 0.007], [0.142, -0.086, 0.145], [0.072, 0.293, -0.595], [0.002, -0.124, 0.231], [0.416, -0.202, 0.176], [-0.080, 0.232, -0.475], [-0.143, 0.087, -0.146], [-0.072, -0.170, 0.037], [-0.043, 0.095, 0.161], [-0.014, 0.088, 0.112], [-0.148, -0.013, 0.253], [-0.159, -0.145, 0.185], [0.053, 0.049, -0.125], [-0.102, 0.025, 0.093], [-0.017, -0.554, -0.213], [0.031, 0.187, 0.097], [-0.361, 0.001, 0.256], [0.211, -0.355, -0.333], [0.134, -0.027, -0.148], [-0.057, 0.185, -0.079], [0.068, 0.076, 0.192], [-0.046, 0.093, 0.060], [0.100, 0.235, 0.140], [0.023, 0.304, 0.050], [0.001, -0.144, -0.045], [0.210, 0.042, -0.064], [-0.190, 0.615, -0.039], [0.046, -0.163, 0.021], [0.532, 0.022, -0.065], [-0.234, 0.360, -0.037], [-0.211, 0.118, 0.030], [-0.051, -0.215, -0.191], [0.018, -0.150, 0.260], [0.078, -0.091, -0.029], [0.006, -0.255, 0.183], [-0.054, -0.305, -0.079], [-0.006, 0.119, -0.030], [0.002, 0.160, -0.147], [-0.263, 0.006, 0.645], [0.075, -0.019, -0.234], [-0.045, 0.498, -0.276], [-0.191, -0.278, 0.472], [-0.012, -0.157, 0.157], [-0.079, -0.090, -0.163], [0.198, -0.008, -0.049], [0.028, 0.007, -0.117], [0.194, -0.092, -0.210], [0.082, -0.126, -0.259], [-0.067, 0.045, 0.135], [-0.100, -0.012, -0.171], [-0.096, 0.281, 0.520], [0.020, -0.132, -0.172], [-0.396, 0.069, -0.366], [0.084, 0.181, 0.484], [0.108, 0.012, 0.189], [-0.012, -0.185, -0.018], [0.118, 0.051, -0.133], [0.007, -0.057, -0.099], [0.176, -0.104, -0.200], [0.105, -0.226, -0.140], [-0.058, 0.088, 0.111]],
  "lowdin_charge": [-0.11, -0.23, -0.15, 0.01, 0.00, -0.10, -0.17, -0.21, -0.15, -0.16, -0.06, -0.41, 0.00, 0.03, -0.31, 0.12, 0.04, -0.24, 0.07, 0.11, 0.10, 0.08, 0.15, 0.13, 0.12, 0.12, 0.12, 0.12, 0.09, 0.11, 0.12, 0.11, 0.13, 0.12, 0.07, 0.09, 0.09, -0.01, -0.55, 0.03, 0.01, -0.08, 0.08, 0.08, 0.09, 0.14, 0.08, 0.08, 0.08, 0.00, -0.52, 0.01, 0.01, -0.08, 0.05, 0.09, 0.09, 0.14, 0.08, 0.08, 0.07, -0.01, -0.53, 0.02, 0.00, -0.08, 0.05, 0.09, 0.09, 0.14, 0.08, 0.08, 0.07, 0.00, -0.55, 0.00, 0.01, -0.07, 0.09, 0.08, 0.09, 0.14, 0.08, 0.08, 0.08, -0.01, -0.55, 0.03, 0.01, -0.08, 0.08, 0.08, 0.08, 0.12, 0.08, 0.08, 0.07, -0.01, -0.55, 0.02, 0.00, -0.07, 0.07, 0.07, 0.09, 0.14, 0.08, 0.07, 0.07, -0.02, -0.56, 0.01, 0.01, -0.08, 0.08, 0.08, 0.07, 0.14, 0.07, 0.07, 0.06, -0.01, -0.56, 0.02, 0.00, -0.07, 0.08, 0.09, 0.08, 0.14, 0.08, 0.08, 0.07, 0.00, -0.54, 0.02, 0.01, -0.08, 0.07, 0.09, 0.09, 0.14, 0.08, 0.08, 0.07]
}